CH6NO2 | ωB97M-V with the def2-TZVPD basis set

Summary:
- Orbital gap: 11.16 eV
- ΔE to the lowest compared entry with this formula, charge and spin: 89.3 kcal/mol
- E_LUMO: -0.166 Eh

ORCA input file:
```
! RIJCOSX wB97M-V def2-TZVPD def2/J DEFGRID3
* xyz 1 1
C 0.06 0.31 0.00
N -0.62 -0.94 -0.39
O -0.35 0.57 1.36
O 1.40 0.05 -0.04
H -0.18 1.50 -1.20
H -1.21 -1.09 0.47
H 0.11 -1.70 -0.49
H -1.39 -0.99 -1.16
H 0.23 1.39 1.62
H 1.95 0.91 -0.17
*
```